The following is a DFT calculation (ωB97M-V/def2-TZVPD) of a 2-piece molecular cluster, C40H33NO2P overall in a non-equilibrium geometry.

CARTESIAN COORDINATES (ANGSTROEM)
C -1.4434 -5.2892 0.8987
C -0.5388 -5.3202 1.9418
C 0.1730 -4.1806 2.2685
C -0.0274 -3.0207 1.5562
P 0.9230 -1.5499 1.9863
C 2.4694 -1.5470 1.0556
C 3.3476 -0.4999 1.2157
C 4.5396 -0.4895 0.5149
C 4.8435 -1.5303 -0.3399
C 3.9599 -2.5799 -0.4960
C 2.7701 -2.5884 0.2080
C -0.0302 -0.0783 1.5625
C -0.9047 0.4538 2.4822
C -1.6474 1.5744 2.1596
C -1.5094 2.1523 0.9129
C -0.6386 1.6090 -0.0114
C 0.1042 0.4893 0.3157
C 1.2648 -1.5621 3.7475
C 2.5006 -1.6493 4.0733
N 3.7022 -1.7326 4.3607
C -0.9183 -2.9881 0.5077
C -1.6297 -4.1267 0.1766
H -2.0081 -6.1723 0.6505
H -0.3896 -6.2280 2.5030
H 0.8898 -4.1926 3.0742
H 3.1043 0.2980 1.8994
H 5.2349 0.3231 0.6478
H 5.7765 -1.5289 -0.8785
H 4.1994 -3.3965 -1.1572
H 2.0767 -3.4067 0.1036
H -1.0085 -0.0099 3.4498
H -2.3293 1.9939 2.8811
H -2.0818 3.0293 0.6607
H -0.5354 2.0563 -0.9866
H 0.7875 0.0550 -0.3968
H 0.4666 -1.6629 4.4536
H -1.0523 -2.0747 -0.0489
H -2.3304 -4.1043 -0.6420
C 1.1388 1.4297 12.4034
O 1.5636 2.2872 11.3694
C 0.6343 2.5081 10.3593
C 1.0129 3.3477 9.2983
C 0.1824 3.5705 8.2376
C -1.0949 2.9675 8.1599
C -1.8619 3.1634 6.9838
C -3.0838 2.5910 6.5476
C -3.6705 3.1135 5.3686
C -4.8962 2.6987 4.9355
C -5.6254 1.7389 5.6506
O -6.9429 1.4169 5.2338
C -8.0321 1.9839 5.9538
C -8.8285 2.9732 5.3702
C -9.8280 3.5884 6.0888
C -10.0660 3.2216 7.3998
C -9.3038 2.2289 7.9857
C -8.3017 1.6143 7.2726
C -5.0239 1.1499 6.7735
C -3.7825 1.5425 7.1957
C -1.5035 2.2070 9.2792
C -0.6588 1.9621 10.3269
H 1.9270 1.3823 13.1565
H 0.2339 1.8240 12.8678
H 0.9666 0.4273 12.0078
H 1.9848 3.8065 9.3392
H 0.5069 4.2082 7.4353
H -1.4370 3.8749 6.2933
H -3.1468 3.8784 4.8216
H -5.3467 3.1263 4.0584
H -8.6244 3.2663 4.3559
H -10.4148 4.3718 5.6356
H -10.8288 3.7234 7.9719
H -9.4826 1.9462 9.0105
H -7.7067 0.8410 7.7223
H -5.5614 0.3839 7.3045
H -3.3167 1.0074 7.9996
H -2.5173 1.8664 9.3449
H -0.9877 1.3381 11.1382

Output
Strongest force on any atom, Eh/bohr: 0.2440
HOMO-LUMO gap, eV: 2.949
HOMO level, eV: -8.5
Lowest unoccupied orbital energy, eV: -5.5
Charge: +1

So, what does the Löwdin scheme give us? The charges, in e, come out as: C -0.07; C -0.06; C -0.07; C -0.32; P 1.08; C -0.31; C -0.08; C -0.06; C -0.06; C -0.06; C -0.06; C -0.31; C -0.07; C -0.08; C -0.08; C -0.06; C -0.08; C -0.31; C -0.49; N 0.06; C -0.08; C -0.07; H 0.11; H 0.11; H 0.11; H 0.12; H 0.11; H 0.11; H 0.11; H 0.10; H 0.10; H 0.08; H 0.11; H 0.11; H 0.11; H 0.06; H 0.10; H 0.11; C -0.07; O -0.04; C -0.18; C 0.04; C 0.02; C -0.18; C 0.13; C -0.18; C 0.00; C 0.03; C -0.16; O 0.01; C -0.22; C -0.01; C -0.07; C -0.08; C -0.07; C -0.02; C 0.03; C 0.02; C 0.02; C 0.02; H 0.11; H 0.10; H 0.11; H 0.13; H 0.13; H 0.13; H 0.12; H 0.13; H 0.12; H 0.11; H 0.11; H 0.11; H 0.10; H 0.12; H 0.10; H 0.10; H 0.11

***

The following is a DFT calculation (ωB97M-V/def2-TZVPD) of C40H34BiF3N3O7P2S as an isolated structure.

CARTESIAN COORDINATES (ANGSTROEM)
Bi -1.1433 -0.4507 0.2341
O -5.7380 -2.5356 -0.0434
C -4.5103 -2.0917 -0.2716
O -3.6247 -2.0931 0.5517
C -4.3385 -1.6625 -1.7145
O -3.2533 -0.7803 -1.8940
C -3.6386 0.6040 -1.8344
C -3.8668 1.0344 -0.3950
O -4.9098 1.5128 -0.0283
O -2.8146 0.8874 0.3938
H -5.8032 -2.8452 0.8732
H -4.1314 -2.5671 -2.2903
H -5.2760 -1.2376 -2.0738
H -2.8090 1.1810 -2.2446
H -4.5408 0.7744 -2.4175
N 1.4763 -0.0359 -1.9630
P -0.1233 -0.5083 -2.4368
C 0.0577 -2.3052 -2.6915
C -0.9174 -3.1651 -2.1918
C -0.8126 -4.5376 -2.3869
C 0.2709 -5.0491 -3.0820
C 1.2477 -4.1941 -3.5874
C 1.1397 -2.8275 -3.4000
C -0.2648 0.1262 -4.1195
C -1.4833 -0.0863 -4.7646
C -1.6547 0.3322 -6.0732
C -0.6141 0.9703 -6.7371
C 0.5947 1.1873 -6.0925
C 0.7745 0.7688 -4.7803
P 1.8204 -0.3863 -0.2864
C 3.2009 0.7457 0.0150
C 4.0554 1.1576 -1.0078
C 5.1188 2.0007 -0.7216
C 5.3318 2.4403 0.5783
C 4.4733 2.0474 1.5947
C 3.4054 1.2084 1.3126
C 2.5875 -2.0418 -0.3498
C 1.9213 -3.0864 0.2873
C 2.4353 -4.3777 0.2642
C 3.6313 -4.6258 -0.3909
C 4.3122 -3.5875 -1.0191
C 3.7956 -2.3029 -0.9976
H 1.6188 0.9556 -2.1534
H -1.7753 -2.7621 -1.6618
H -1.5744 -5.2030 -2.0002
H 0.3562 -6.1183 -3.2345
H 2.0912 -4.5999 -4.1315
H 1.8998 -2.1586 -3.7891
H -2.2905 -0.5908 -4.2410
H -2.5992 0.1671 -6.5755
H -0.7471 1.3006 -7.7593
H 1.4038 1.6863 -6.6103
H 1.7268 0.9397 -4.2951
H 3.8939 0.8259 -2.0263
H 5.7807 2.3184 -1.5177
H 6.1629 3.0986 0.7966
H 4.6246 2.4078 2.6043
H 2.7179 0.9284 2.1021
H 0.9855 -2.8976 0.8068
H 1.9077 -5.1834 0.7593
H 4.0371 -5.6302 -0.4114
H 5.2520 -3.7825 -1.5208
H 4.3353 -1.4999 -1.4840
S 0.2317 1.6823 6.7353
C -0.2034 1.1495 5.1231
C -1.2790 1.6331 4.3846
C -1.4979 1.1456 3.1115
N -0.7079 0.2207 2.5454
C 0.3295 -0.2468 3.2564
C 0.6146 0.1828 4.5286
C -1.1367 2.7375 7.1634
C -1.0285 4.1130 7.0382
C -2.1299 4.8852 7.3880
N -3.2736 4.3708 7.8348
C -3.3529 3.0465 7.9632
C -2.3129 2.1838 7.6455
H -1.9436 2.3868 4.7821
H -2.3155 1.5156 2.5038
H 0.9388 -1.0092 2.7835
H 1.4616 -0.2265 5.0646
H -0.1155 4.5705 6.6802
H -2.0903 5.9655 7.3013
H -4.2916 2.6574 8.3423
H -2.4151 1.1139 7.7729
F -0.1492 4.7576 -1.1499
C 0.5056 3.6863 -0.7255
F 0.9485 3.9161 0.5116
F 1.5854 3.5057 -1.5212
C -0.3633 2.4094 -0.8363
O -1.0000 2.2431 -1.8567
O -0.1987 1.6039 0.1544

Output
ΔE to the lowest compared entry with this formula, charge and spin, eV: 0.000
Strongest force on any atom, Eh/bohr: 0.0194
HOMO-LUMO gap, eV: 8.018
HOMO level, eV: -10.9
Lowest unoccupied orbital energy, eV: -2.9
Charge: +1

So, what does the Löwdin scheme give us? The charges, in e, come out as: Bi 1.79; O 0.16; C -0.49; O 0.04; C -0.10; O -0.24; C -0.10; C -0.58; O 0.13; O -0.28; H 0.15; H 0.15; H 0.15; H 0.10; H 0.14; N -0.35; P 0.90; C -0.36; C -0.11; C -0.07; C -0.06; C -0.06; C -0.08; C -0.34; C -0.08; C -0.06; C -0.06; C -0.06; C -0.08; P 0.93; C -0.35; C -0.10; C -0.06; C -0.06; C -0.06; C -0.08; C -0.36; C -0.12; C -0.07; C -0.07; C -0.06; C -0.08; H 0.03; H 0.06; H 0.11; H 0.11; H 0.11; H 0.11; H 0.10; H 0.11; H 0.11; H 0.11; H 0.10; H 0.10; H 0.11; H 0.11; H 0.11; H 0.09; H 0.08; H 0.11; H 0.11; H 0.11; H 0.10; S 1.05; C -0.49; C -0.03; C -0.09; N -0.10; C -0.15; C -0.08; C -0.55; C -0.07; C -0.12; N 0.08; C -0.13; C -0.08; H 0.12; H 0.11; H 0.10; H 0.11; H 0.11; H 0.11; H 0.11; H 0.11; F 0.18; C -0.55; F 0.16; F 0.14; C -0.55; O 0.05; O -0.24

***

The following is a DFT calculation (ωB97M-V/def2-TZVPD) of a 10-piece molecular cluster, C40H34Cl12N6O12 overall in a non-equilibrium geometry.

CARTESIAN COORDINATES (ANGSTROEM)
O -4.9274 3.5243 -0.7625
N -5.3069 3.0558 0.2721
O -6.4192 3.2597 0.7539
C -4.2967 2.3463 1.0935
C -3.0253 2.1953 0.5926
C -2.1283 1.4158 1.2585
C -2.5151 0.8332 2.4485
C -3.8170 0.9199 2.9554
C -4.7529 1.6453 2.1887
H -2.8120 2.7482 -0.3102
H -1.1206 1.2378 0.9638
H -1.7962 0.2317 3.0073
H -4.0499 0.3860 3.8679
H -5.7830 1.6967 2.4889
O 4.7322 -3.1736 5.2751
N 3.6230 -2.9860 5.7772
O 3.4441 -2.8068 6.9471
C 2.4854 -2.9519 4.9110
C 1.2997 -2.4953 5.4263
C 0.1779 -2.5287 4.5877
C 0.3245 -2.9380 3.2816
C 1.5316 -3.3946 2.7852
C 2.6504 -3.3167 3.6054
H 1.1974 -2.1458 6.4442
H -0.8553 -2.3231 4.9191
H -0.5902 -2.9743 2.6695
H 1.6623 -3.7275 1.7364
H 3.5761 -3.7106 3.2930
O -1.2106 1.4794 -9.6209
N -1.6787 1.5724 -8.5089
O -2.5460 0.8815 -8.0174
C -1.0857 2.5419 -7.6485
C -0.7985 3.7830 -8.2033
C -0.2517 4.7560 -7.4234
C -0.0488 4.5200 -6.0343
C -0.3516 3.2785 -5.4817
C -0.7995 2.2854 -6.3296
H -1.0381 4.0927 -9.2110
H 0.0079 5.7186 -7.7952
H 0.4324 5.3153 -5.4712
H -0.1269 3.0287 -4.4432
H -1.0260 1.2635 -5.9715
O 0.7466 3.6332 -1.9923
N 1.3509 2.9649 -1.1635
O 2.1652 3.4258 -0.3870
C 1.0365 1.5959 -1.0581
C 1.7883 0.8593 -0.1491
C 1.4323 -0.4742 -0.0059
C 0.4554 -1.0242 -0.7985
C -0.2757 -0.2501 -1.7381
C 0.0249 1.0477 -1.8875
H 2.6667 1.2732 0.3646
H 2.0229 -1.0765 0.6940
H 0.3097 -2.1068 -0.8685
H -0.9717 -0.7858 -2.3790
H -0.4723 1.7726 -2.5050
O -2.0786 -4.0552 -0.4219
N -1.2429 -4.5730 0.2842
O -0.0620 -4.4506 0.1855
C -1.7576 -5.3105 1.4526
C -0.9285 -6.1780 2.0838
C -1.3820 -6.9019 3.1099
C -2.7392 -6.7983 3.4342
C -3.6030 -5.9094 2.7784
C -3.1014 -5.1429 1.7482
H 0.1159 -6.1963 1.7982
H -0.7558 -7.6452 3.6212
H -3.1949 -7.2709 4.3040
H -4.6345 -5.8013 3.1459
H -3.7508 -4.5104 1.1549
O 0.9542 0.6559 3.0546
N 1.1598 1.5009 3.8911
O 0.4421 2.4407 4.1557
C 2.3789 1.3631 4.6727
C 3.1987 0.3014 4.3533
C 4.3375 0.1387 5.0884
C 4.6443 1.0921 6.0443
C 3.8336 2.1975 6.2951
C 2.6479 2.3736 5.5959
H 2.8792 -0.3432 3.5174
H 4.9792 -0.7387 4.9722
H 5.5081 1.0010 6.7061
H 4.0507 2.9564 7.0417
H 1.9411 3.1895 5.7290
Cl 3.9223 -1.0655 -4.3426
C 3.2951 0.2535 -3.2748
Cl 2.5237 1.5711 -4.2549
Cl 4.6940 0.9742 -2.3679
H 2.5893 -0.1388 -2.5513
Cl 3.1612 6.8954 -1.9766
C 4.0864 5.9839 -0.7539
Cl 4.9885 7.2243 0.1834
Cl 5.2659 4.8782 -1.5245
H 3.4640 5.3919 -0.1183
Cl -3.6243 0.8278 -2.9263
C -4.9765 0.8190 -4.1202
Cl -5.7497 -0.7768 -4.1518
Cl -4.3385 1.2370 -5.7061
H -5.6743 1.5740 -3.7985
Cl -1.8444 -1.5866 -5.0782
C -0.3797 -2.6191 -5.3601
Cl 0.4887 -2.7829 -3.7822
Cl 0.6634 -1.8157 -6.6444
H -0.6615 -3.6248 -5.6908

Output
ΔE to the lowest compared entry with this formula, charge and spin, eV: 0.300
Strongest force on any atom, Eh/bohr: 0.0625
HOMO-LUMO gap, eV: 8.706
HOMO level, eV: -9.7
Lowest unoccupied orbital energy, eV: -1.0

Here are the Löwdin charges for atoms 1 to 99, given in e: O 0.07; N -0.35; O 0.06; C -0.15; C -0.02; C -0.06; C -0.07; C -0.04; C 0.00; H 0.11; H 0.09; H 0.09; H 0.10; H 0.11; O 0.05; N -0.36; O 0.10; C -0.20; C 0.01; C -0.05; C -0.08; C -0.06; C 0.00; H 0.13; H 0.12; H 0.11; H 0.11; H 0.11; O 0.10; N -0.36; O 0.02; C -0.18; C -0.01; C -0.06; C -0.04; C -0.08; C -0.02; H 0.12; H 0.10; H 0.11; H 0.07; H 0.10; O 0.06; N -0.34; O 0.06; C -0.20; C -0.02; C -0.08; C -0.07; C -0.11; C -0.03; H 0.13; H 0.11; H 0.08; H 0.05; H 0.10; O 0.09; N -0.36; O 0.06; C -0.17; C -0.05; C -0.07; C -0.06; C -0.06; C 0.00; H 0.13; H 0.12; H 0.11; H 0.12; H 0.12; O 0.05; N -0.35; O 0.09; C -0.15; C -0.01; C -0.07; C -0.06; C -0.06; C 0.02; H 0.12; H 0.11; H 0.12; H 0.11; H 0.12; Cl 0.49; C -1.40; Cl 0.55; Cl 0.49; H -0.02; Cl 0.50; C -1.48; Cl 0.48; Cl 0.49; H -0.02; Cl 0.50; C -1.49; Cl 0.52; Cl 0.57; H 0.01

***

Number 1: E -56879.7821 eV. Number 2: E -104236.8897 eV. Number 3: E -225793.8819 eV.